Density functional theory data (ωB97M-V/def2-TZVPD) for a 2-piece molecular cluster, C12H27FN6OP overall.

```
48
Properties=species:S:1:pos:R:3:mulliken_charge:R:1
N -0.4776 4.6811 4.4740 -0.5522
C -1.0683 3.9113 3.4875 0.3883
N -2.3421 3.5577 3.6196 0.3574
N -3.0652 2.8425 2.7710 -0.8239
C -2.4255 2.4303 1.7234 -0.3847
C -1.0730 2.7186 1.4305 -0.3077
C -0.3766 3.4851 2.3257 0.5695
C 1.0564 3.9098 2.1289 -0.7737
C 1.9773 2.8602 1.5430 -0.4006
F 1.6779 2.5811 0.2255 -0.2763
H -1.0293 4.6095 5.3259 0.2902
H 0.4103 4.2535 4.7228 0.2884
H -2.8371 3.8783 4.4434 0.2254
H -2.9676 1.8290 1.0101 0.4991
H -0.6325 2.3553 0.5155 0.4902
H 1.4797 4.3271 3.0341 0.4365
H 1.0118 4.7381 1.4158 0.3066
H 2.9867 3.2655 1.5304 0.3527
H 1.9602 1.9460 2.1356 0.3175
O -0.4976 -0.8474 -0.0451 -0.9287
P 0.0074 -1.4854 -1.3392 0.6164
N -1.0883 -2.8117 -1.4706 0.2001
C -1.1380 -3.8247 -0.4274 -0.9468
C -2.4308 -2.3646 -1.8132 -1.1232
N 1.5729 -1.8934 -0.7795 0.3227
C 2.1069 -3.2343 -0.6937 -1.0886
C 2.0990 -1.0525 0.2829 -0.8239
N 0.5920 -1.6737 -3.0161 0.1057
C 0.5439 -0.4173 -3.7834 -0.9939
C 0.2134 -2.7826 -3.8814 -0.9213
H -1.8361 -4.6095 -0.7249 0.3846
H -1.4540 -3.4265 0.5445 0.2533
H -0.1756 -4.3166 -0.3080 0.2550
H -2.4025 -1.7184 -2.6991 0.3023
H -2.8980 -1.7972 -0.9981 0.2891
H -3.0660 -3.2164 -2.0586 0.3688
H 1.7878 -3.7400 0.2261 0.3960
H 3.1994 -3.2032 -0.6928 0.3508
H 1.8239 -3.8460 -1.5501 0.2424
H 1.7209 -1.3441 1.2739 0.2664
H 1.8272 -0.0142 0.1096 0.0944
H 3.1907 -1.0934 0.3073 0.4250
H -0.4799 -0.1384 -4.0559 0.3219
H 1.1345 -0.4986 -4.6959 0.3702
H 0.9699 0.3987 -3.1896 0.2921
H -0.8134 -2.7154 -4.2583 0.3077
H 0.3346 -3.7399 -3.3861 0.2650
H 0.8903 -2.7733 -4.7400 0.3942
```

Results
Total charge: +1

Density functional theory data (ωB97M-V/def2-TZVPD) for C12H27N2O6S2 as an isolated structure.

```
49
Properties=species:S:1:pos:R:3:mulliken_charge:R:1
C -2.8057 -2.9640 1.6576 -0.9364
C -1.5817 -3.4764 0.7201 -0.4266
S -0.0351 -3.0228 1.6144 1.1174
O -0.1450 -3.6768 2.9854 -0.7572
O -0.0602 -1.5336 1.8442 -0.6041
N 1.3924 -3.6309 0.9155 -0.6358
S 1.6970 -2.9353 -0.6031 1.1480
O 2.3063 -4.0325 -1.4664 -0.7523
O 0.4861 -2.4184 -1.3417 -0.6892
C 2.9847 -1.5984 -0.5576 -0.7169
C 2.5222 -0.3045 0.2488 0.1644
C 2.9919 1.0757 -0.4186 -0.7622
C 2.5001 1.2458 -1.9243 -0.6860
N 1.0476 0.9213 -2.0417 0.1660
C 0.5493 1.1701 -3.4223 0.4115
C 1.2471 0.3785 -4.6114 -0.8333
O -0.4001 1.9578 -3.5356 -0.5793
H -2.5539 -1.9864 2.1881 0.2210
H -3.1066 -3.7838 2.3756 0.2905
H -3.6556 -2.7067 0.9346 0.3105
H -1.7260 -4.5847 0.5460 0.3946
H -1.7224 -2.9161 -0.2685 0.2599
H 3.9002 -2.0755 -0.0604 0.3979
H 3.2637 -1.3703 -1.6350 0.2145
H 3.0136 -0.3542 1.2750 0.3904
H 1.3799 -0.2330 0.3174 -0.2894
H 4.1023 1.2864 -0.3226 0.3293
H 2.4603 1.8976 0.1840 0.2828
H 2.6330 2.3334 -2.2678 0.3893
H 3.1465 0.5897 -2.5929 0.3515
H 0.9752 -0.1119 -1.9396 0.0348
H 0.4327 -0.1648 -5.1939 0.3123
H 1.8088 1.1392 -5.2381 0.2738
H 1.9603 -0.4071 -4.1792 0.2360
C -3.1370 3.0985 3.0825 -0.9753
C -2.4150 3.6716 1.8742 -0.3335
O -1.0844 3.2035 1.7339 -0.4643
C -0.9251 1.7963 1.5759 -0.0678
C -1.6304 1.2391 0.3525 -0.7678
H -2.5863 3.3264 4.0003 0.2684
H -4.1426 3.5204 3.1611 0.3889
H -3.2343 2.0134 3.0222 0.2345
H -2.3519 4.7573 1.9842 0.3490
H -2.9803 3.4874 0.9548 0.3074
H -1.2433 1.2761 2.4850 0.2579
H 0.1483 1.6142 1.4779 0.0163
H -2.7122 1.3869 0.4006 0.3382
H -1.4420 0.1666 0.2624 0.1359
H -1.2723 1.7348 -0.5537 0.2847
```

Results
Energy relative to the best compared isomer or geometry (same formula, charge and spin) in kcal/mol: 43.7
Total charge: -1

Density functional theory data (ωB97M-V/def2-TZVPD) for C12H27N4O3Sr as an isolated structure.

```
47
Properties=species:S:1:pos:R:3:mulliken_charge:R:1
Sr -1.5588 0.4064 0.4240 2.3360
C -0.4979 -2.8938 -3.0125 -0.9643
N 0.3818 -2.7772 -1.8377 0.0679
C 1.5292 -3.7038 -1.8027 -0.8617
C 0.2085 -1.8295 -0.9534 0.8817
O -0.7038 -0.9498 -1.0468 -1.0808
C 1.1513 -1.7654 0.2408 -1.1433
O 0.7420 -0.7226 1.1305 -0.4371
C 0.7733 -1.0604 2.5256 -1.3013
C -0.6490 -1.0941 3.0838 1.1977
O -1.5640 -0.6022 2.3543 -1.0640
N -0.8608 -1.5899 4.2713 0.0522
C -2.2152 -1.6457 4.8486 -0.9639
C 0.2084 -2.1126 5.1395 -0.9790
H -0.7359 -3.9447 -3.1544 0.3500
H -1.4092 -2.3339 -2.8542 0.2972
H 0.0134 -2.5260 -3.9025 0.3584
H 1.2054 -4.6693 -2.1803 0.3227
H 2.3339 -3.3311 -2.4361 0.3306
H 1.9012 -3.8461 -0.7931 0.3431
H 1.1567 -2.7276 0.7523 0.6002
H 2.1662 -1.5647 -0.1037 0.4535
H 1.2853 -2.0068 2.6764 0.5011
H 1.3420 -0.2896 3.0445 0.5436
H -2.9553 -1.4272 4.0912 0.3050
H -2.3762 -2.6466 5.2429 0.3446
H -2.2924 -0.9268 5.6631 0.3448
H 1.1927 -1.8062 4.8015 0.3784
H 0.0604 -1.7179 6.1418 0.3619
H 0.1543 -3.1992 5.1800 0.3555
N 0.1905 4.6411 -2.9853 -0.1601
C -0.2824 3.3212 -3.5403 -0.7159
C -1.0685 2.5753 -2.4686 -0.7656
N -0.3164 2.3586 -1.2081 0.0659
C 0.1844 3.6647 -0.7140 -0.8649
C 1.0065 4.4431 -1.7323 -0.6280
H -0.6170 5.2348 -2.7773 0.3771
H 0.7334 5.1493 -3.6877 0.3648
H 0.6128 2.7743 -3.8343 0.3707
H -0.8808 3.5140 -4.4272 0.4213
H -1.3834 1.6201 -2.8870 0.3584
H -1.9728 3.1389 -2.2232 0.4482
H 0.4873 1.7703 -1.4239 0.2199
H 0.7969 3.5211 0.1729 0.3827
H -0.6811 4.2592 -0.4123 0.4105
H 1.9017 3.8990 -2.0305 0.3760
H 1.3012 5.4194 -1.3555 0.4088
```

Results
Total charge: +3

Density functional theory data (ωB97M-V/def2-TZVPD) for an isolated molecule of C12H27P.

```
40
Properties=species:S:1:pos:R:3:mulliken_charge:R:1
P -0.5205 0.2098 -0.0752 0.2762
C 0.7064 2.9046 1.5316 -1.5517
C 2.4214 1.3353 2.5800 -1.6614
C 1.1586 -0.7877 -2.8441 -1.2434
C -0.1599 0.8193 -4.2016 -1.7044
C -0.3175 -2.0635 2.1326 -1.3508
C -2.2421 -2.8090 0.6704 -1.4057
C 1.1759 0.6522 0.5240 -1.2181
C -0.9268 0.3068 -1.8873 -1.0654
C -1.8932 -0.3170 1.0798 -1.2068
C 1.0850 1.4539 1.8128 0.9897
C 0.3000 0.5228 -2.7877 0.6508
C -1.7507 -1.7398 1.6650 0.6386
H 1.3940 3.3445 0.7668 0.3136
H 0.7315 3.5261 2.4443 0.4162
H -0.3074 2.9495 1.1314 0.3468
H 2.4347 2.0138 3.4217 0.4230
H 3.1956 1.5778 1.8823 0.3579
H 2.5647 0.3182 2.9313 0.3922
H 1.9158 -0.8027 -3.6125 0.4324
H 0.4832 -1.6532 -3.0288 0.2826
H 1.6698 -1.0183 -1.8928 0.2394
H -0.8067 1.6901 -4.2536 0.4175
H -0.6740 -0.0619 -4.5616 0.3453
H 0.6894 1.0215 -4.8459 0.4224
H 0.1237 -1.2025 2.6144 0.2404
H 0.3364 -2.2667 1.2604 0.2246
H -0.3138 -2.9354 2.8087 0.4503
H -2.0576 -3.8147 1.0862 0.4088
H -1.6722 -2.7203 -0.2767 0.2335
H -3.3168 -2.6912 0.4921 0.3710
H 1.7147 -0.2752 0.7133 0.5857
H 1.7604 1.2199 -0.2084 0.4636
H -1.4529 -0.6077 -2.1623 0.4182
H -1.6465 1.1155 -2.0330 0.5037
H -2.8471 -0.1809 0.6191 0.5140
H -1.8144 0.3623 1.9556 0.3389
H 0.3155 1.0493 2.4524 0.0038
H 0.9374 1.3482 -2.4362 0.2190
H -2.3940 -1.7935 2.5317 0.4877
```

Results
SMILES string: CC(C)CP(CC(C)C)CC(C)C
Energy relative to the best compared isomer or geometry (same formula, charge and spin) in kcal/mol: 0.0

Calculated Kohn-Sham gap in order - 5.70; 8.92; 9.85; 7.19 eV
Calculated largest force on an atom in order - 5.819; 4.820; 2.031; 2.518 eV/Å
Calculated LUMO level in order - -4.44; 2.81; -8.42; 0.88 eV